No. 1
C14H13N5ORuS | the ωB97M-V functional and the def2-TZVPD basis

Properties
Charge   +2
LUMO energy (alpha / beta)   -9.34 / -9.25 eV
Strongest force on any atom   0.009 hartree/bohr
Energy   -37628.0253 eV
HOMO level (alpha / beta)   -14.9 / -14.9 eV

```
35
C14H13N5ORuS the ωB97M-V functional and the def2-TZVPD basis
Ru -0.739 1.237 -0.257
O -1.341 -0.415 -0.780
C -0.752 -1.306 -1.583
C -1.562 -2.375 -1.995
C -1.049 -3.361 -2.800
C 0.286 -3.295 -3.216
C 1.087 -2.241 -2.815
C 0.594 -1.225 -1.992
C 1.444 -0.135 -1.585
N 1.100 0.929 -0.853
C 2.206 1.734 -0.695
C 3.244 1.145 -1.333
N 2.754 -0.013 -1.873
H -2.591 -2.395 -1.663
H -1.679 -4.182 -3.115
H 0.695 -4.064 -3.856
H 2.110 -2.217 -3.166
H 2.170 2.673 -0.171
H 4.269 1.452 -1.451
H 3.299 -0.671 -2.406
C -1.866 0.335 4.980
N -1.048 0.621 3.791
C 0.239 1.106 3.796
C 0.619 1.221 2.504
N -0.432 0.803 1.703
C -1.420 0.445 2.528
H -1.255 0.484 5.864
H -2.208 -0.695 4.954
H -2.717 1.011 5.015
H 0.765 1.313 4.713
H 1.561 1.547 2.100
H -2.377 0.056 2.219
S -2.379 4.614 -2.871
C -1.767 3.405 -2.129
N -1.260 2.457 -1.561
```

=====

No. 2
C14H13NO3 | the ωB97M-V functional and the def2-TZVPD basis

Properties
LUMO energy   0.17 eV
Strongest force on any atom   0.024 hartree/bohr
Energy   -22361.6162 eV
Energy above the lowest of the compared OMol25 structures with the same formula, charge and spin   0.00 kcal per mole
HOMO level   -8.7 eV

```
31
C14H13NO3 the ωB97M-V functional and the def2-TZVPD basis
C -4.778 -0.592 -0.275
C -3.768 0.481 -0.602
O -4.012 1.361 -1.396
C -2.455 0.411 0.095
C -1.492 1.351 -0.262
C -0.239 1.357 0.337
C 0.036 0.430 1.342
C -0.915 -0.511 1.691
C -2.153 -0.534 1.074
H -2.876 -1.277 1.370
H -0.690 -1.228 2.467
H 0.987 0.457 1.853
N 0.693 2.326 -0.038
C 2.059 2.244 -0.101
O 2.737 3.252 -0.163
C 2.652 0.905 -0.164
C 3.954 0.532 0.060
C 4.019 -0.851 -0.204
C 2.762 -1.230 -0.587
O 1.932 -0.173 -0.566
C 2.211 -2.547 -1.000
H 2.967 -3.317 -0.881
H 1.896 -2.515 -2.043
H 1.340 -2.796 -0.396
H 4.881 -1.481 -0.126
H 4.745 1.179 0.379
H 0.325 3.244 -0.255
H -1.739 2.076 -1.024
H -5.049 -0.539 0.777
H -4.363 -1.575 -0.481
H -5.668 -0.441 -0.881
```

=====

Question: What is the strongest force on any atom in the second record?
Answer: 0.024 hartree/bohr

=====

Question: Among the records above, which one has the highest strongest force on any atom?
Answer: C14H13NO3

=====

Question: Which value of strongest force on any atom does entry 1 give?
Answer: 0.009 hartree/bohr